ORCA calculation (ωB97M-V/def2-TZVPD) on one molecule with the formula C4H7NO2.

Output
LUMO energy in Eh: 0.0235
Total charge: 0
2S+1: 1
Maximum force in eV Å⁻¹: 0.48
SMILES: CC(=O)CNC=O

Last column: Löwdin charge in e.
Atoms and positions in Å:
1 C -2.04207 -0.85893 0.21394  -0.016
2 C -0.54956 -0.64655 0.15100  -0.427
3 O 0.23810 -1.56457 0.14853  0.098
4 C -0.04343 0.79875 0.06061  -0.146
5 N 1.37368 0.90366 0.28950  0.015
6 C 2.25025 0.35375 -0.61439  -0.369
7 O 3.39320 0.05061 -0.36411  0.035
8 H -2.48729 -0.26952 1.02279  0.085
9 H -2.24321 -1.91960 0.37259  0.086
10 H -2.51208 -0.53761 -0.72303  0.091
11 H -0.58576 1.44196 0.76236  0.128
12 H -0.28227 1.18131 -0.94197  0.133
13 H 1.68546 0.80017 1.24742  0.146
14 H 1.80497 0.26657 -1.62524  0.140

Forces on atoms 1 to 2 (eV/Å):
C -0.04 -0.06 0.02
C 0.12 -0.24 -0.01


ORCA calculation (ωB97M-V/def2-TZVPD) on one molecule with the formula C4H7NO2.

Output
LUMO energy in Eh: 0.0333
Total charge: 0
2S+1: 1
Maximum force in eV Å⁻¹: 0.41
SMILES: C[C@@]1(C(N)=O)CO1

Last column: Löwdin charge in e.
Atoms and positions in Å:
1 C 0.99683 -1.27964 0.07321  0.008
2 C 0.32376 0.05995 -0.09533  -0.442
3 C -0.90647 0.25413 0.77373  -0.488
4 N -2.07803 -0.01139 0.13799  0.188
5 O -0.81520 0.54977 1.95138  0.070
6 C 1.04651 1.25027 -0.53079  -0.060
7 O 0.20346 0.53017 -1.43456  -0.022
8 H 1.91377 -1.31736 -0.52142  0.090
9 H 1.23670 -1.46137 1.12528  0.095
10 H 0.32488 -2.07448 -0.26977  0.092
11 H -2.93828 0.15705 0.63638  0.115
12 H -2.10696 -0.07165 -0.86816  0.108
13 H 0.68429 2.23612 -0.24090  0.125
14 H 2.11474 1.17844 -0.73703  0.121

Forces on atoms 1 to 2 (eV/Å):
C 0.02 -0.02 0.01
C 0.08 -0.10 0.19


What Kohn-Sham gap values result from the calculations? In sequence: 10.347 10.723 eV.